# 1
Computed, not measured: C31H26Cl3IrN3P2 as an isolated structure, with ωB97M-V/def2-TZVPD.

ΔE to the lowest compared entry with this formula, charge and spin   87.8 kJ/mol
Highest occupied orbital energy   -0.6376 hartree
Kohn-Sham gap   6.53 eV
DFT total energy   -3527.8499 hartree
Max |F|   1.86 eV/Å
Charge   +3

```
66
Properties=species:S:1:pos:R:3:forces:R:3:lowdin_charge:R:1
H 3.5340 -0.9602 -1.3192 0.0 0.0 0.0 0.116
H 0.4585 1.6077 -2.9342 0.0 0.0 0.0 0.104
C -1.2220 0.0648 4.7269 0.0 0.0 0.0 -0.038
H 2.9204 2.7166 -1.4763 0.0 0.0 0.0 0.114
H 4.3247 4.6991 2.0379 0.0 0.0 0.0 0.133
H -5.4698 2.7344 -1.8634 0.0 0.0 0.0 0.134
H -3.5912 1.1275 -1.8658 0.0 0.0 0.0 0.101
N -1.1453 -0.5830 -1.7058 -0.2 0.0 -0.6 0.001
C -0.4480 -2.7500 0.4361 -0.2 -0.2 0.0 -0.375
C -2.5944 3.0379 0.6231 0.1 -0.2 -0.1 -0.129
C 1.8628 0.8079 -4.3365 0.0 0.0 0.0 -0.060
H -1.1772 -6.3470 -0.7110 0.0 0.0 0.0 0.130
C -1.1113 0.0182 3.3471 0.1 0.0 0.0 -0.093
C 2.2564 1.8963 0.4198 -0.3 0.5 0.1 -0.339
P -0.1133 -1.1197 1.0127 0.3 -0.2 -0.5 0.818
C -1.4175 -1.1586 -2.6546 -0.1 -0.5 -0.3 -0.229
P 1.3513 0.6011 -0.3268 -0.3 -0.7 -0.4 0.824
C 3.6982 3.8043 0.1960 0.0 0.0 0.0 -0.022
C -0.9794 -5.3300 -0.3967 0.0 0.0 0.0 -0.033
H 0.8410 -5.1859 -1.5270 0.0 0.0 0.0 0.124
C -1.8593 -4.6976 0.4745 0.0 0.0 0.0 -0.030
Ir -0.9479 0.5969 -0.2311 0.1 1.1 1.5 1.030
H 2.2966 -1.0214 1.1898 0.0 0.0 -0.1 0.120
H -1.7886 0.8548 5.2013 0.0 0.0 0.0 0.125
N -2.5928 2.0284 -0.2809 -0.2 0.0 -0.4 -0.142
C 0.1558 -4.6754 -0.8626 0.0 0.0 0.0 -0.083
C 1.3207 0.9619 -3.0697 0.0 0.1 0.0 -0.121
H -0.6975 -0.8815 6.5754 0.0 0.0 0.0 0.131
H -1.7489 3.0934 1.3021 0.0 0.0 0.0 0.112
H 3.0724 3.1296 3.4717 0.0 0.0 0.0 0.127
C 0.4199 -3.3757 -0.4656 0.0 0.0 0.1 -0.093
Cl -1.4146 -3.6092 -3.6070 0.0 -0.2 0.0 0.739
C -4.6651 3.8617 -0.2077 0.0 0.0 0.0 0.019
C -4.6677 2.8378 -1.1457 -0.1 0.1 0.0 -0.003
C -3.6229 1.9428 -1.1546 0.2 0.0 0.2 -0.111
H 0.7408 -2.8500 3.0609 0.0 0.0 0.0 0.124
H 4.2586 4.4961 -0.4182 0.0 0.0 0.0 0.130
H -2.7364 -5.2188 0.8347 0.0 0.0 0.0 0.128
H 1.3036 -2.8648 -0.8288 0.0 0.0 0.0 0.099
H -5.4782 4.5752 -0.1747 0.0 0.0 0.0 0.139
Cl -3.6025 -1.7356 -3.9303 -0.2 0.0 0.0 0.712
C 2.2728 2.0268 1.8227 0.0 0.0 -0.1 -0.074
C 3.0278 3.0294 2.3955 0.0 0.1 0.0 -0.033
H -2.2664 -2.9260 1.6048 0.0 0.0 0.0 0.120
H -1.5966 0.7792 2.7427 0.0 0.0 0.0 0.080
H 3.3979 -0.1260 -5.5065 0.0 0.0 0.0 0.129
N 1.4809 -0.7416 0.6545 0.5 -0.1 0.2 -0.271
C -0.3928 -1.0202 2.7521 -0.2 0.1 -0.1 -0.370
C 2.9800 0.0013 -4.5166 0.0 0.0 0.0 -0.019
H 1.4251 1.3252 -5.1806 0.0 0.0 0.0 0.123
C 0.2096 -2.0239 3.5205 -0.1 0.1 0.2 -0.062
H -3.5660 4.7536 1.4260 0.0 0.0 0.0 0.133
C -1.8635 -1.9420 -3.8560 0.2 0.4 0.5 -1.629
Cl -1.0699 -1.2495 -5.2527 0.1 0.1 -0.1 0.718
H 4.4541 -1.2489 -3.5805 0.0 0.0 0.0 0.128
H 0.5591 -2.7185 5.5101 0.0 0.0 0.0 0.129
C 1.9151 0.3190 -1.9804 0.1 -0.1 -0.2 -0.388
C 0.1000 -1.9528 4.8991 0.0 -0.1 0.0 -0.023
H 1.7204 1.3395 2.4550 0.0 0.0 0.0 0.098
C 3.7358 3.9132 1.5821 0.0 0.0 0.1 -0.001
C -0.6120 -0.9168 5.4971 0.0 0.0 0.0 -0.013
C 2.9468 2.8083 -0.3980 0.0 -0.1 0.1 -0.044
C -3.6071 3.9633 0.6892 -0.1 0.1 0.0 -0.007
C 3.5723 -0.6394 -3.4336 0.0 0.0 0.0 -0.029
C -1.5972 -3.4062 0.8988 0.0 0.0 0.0 -0.063
C 3.0498 -0.4774 -2.1613 0.0 0.0 0.0 -0.067
```
Forces are in eV/Å.



# 2
Computed, not measured: an isolated ion of composition C8H14N3O3 and charge +1, with ωB97M-V/def2-TZVPD.

ΔE to the lowest compared entry with this formula, charge and spin   226.7 kJ/mol
Highest occupied orbital energy   -0.5006 hartree
Kohn-Sham gap   9.26 eV
DFT total energy   -702.9230 hartree
SMILES string   COC(=O)C1=[N+](C)[C@@H](CN)CNC1=O
Max |F|   3.51 eV/Å
Charge   +1

```
28
Properties=species:S:1:pos:R:3:forces:R:3:lowdin_charge:R:1
H -0.1911 2.1062 2.6167 0.2 -1.2 -0.7 0.184
H -1.2343 -4.3691 0.6223 1.7 1.4 0.6 0.128
H -0.2084 -4.1383 2.1202 0.6 -0.6 -1.1 0.110
C -1.0026 1.9338 -0.9770 -1.0 1.1 2.3 -0.083
H 0.6728 3.3715 0.8619 -0.7 1.4 0.4 0.111
O -0.9780 -0.2456 2.4091 -0.3 -1.3 -0.1 0.139
H 1.9647 2.3286 1.1832 -0.3 -0.5 -1.1 0.148
N 0.8237 0.4961 -0.5539 1.4 -3.2 -0.5 -0.096
H -1.4537 2.7333 -0.2716 0.3 -1.5 -1.2 0.162
C -0.3093 0.3025 1.5740 -1.0 2.6 1.4 -0.445
N -1.6051 0.5975 -0.7863 -0.9 -0.7 0.5 0.094
H 2.7829 -0.1377 -1.3416 -2.5 0.3 -0.8 0.157
H -2.5199 0.4876 -0.2413 1.7 0.6 -1.2 0.184
H 1.2546 -1.0757 -1.8431 0.2 -1.0 0.3 0.076
C -0.0130 -0.2169 0.2290 -0.1 -1.1 -2.0 -0.008
C 0.9113 2.3472 0.8320 -1.0 -0.6 0.4 -0.099
C 1.6361 -0.0997 -1.6340 1.2 -0.4 1.1 0.036
C -0.3771 -1.7654 0.0159 1.0 0.4 -0.1 -0.428
O 0.0675 -2.5397 0.9841 -0.3 -0.1 -0.8 -0.011
H -1.6043 -0.0189 -1.6567 -0.2 1.0 1.7 0.156
C 0.5319 1.8641 -0.5847 0.2 0.5 2.1 -0.238
H 1.4051 0.3863 -2.5582 0.5 0.9 -0.5 0.092
O -0.9698 -2.0668 -0.9826 0.0 -0.2 0.1 0.131
H 0.5106 -4.5941 0.3490 -0.1 0.9 1.2 0.110
H 1.1749 2.4705 -1.1590 0.6 0.0 -1.6 0.146
H -1.1595 2.2687 -1.9768 0.2 0.2 -0.7 0.111
C -0.1884 -4.0184 1.0118 -2.0 -0.3 -0.3 0.029
N 0.0783 1.5923 1.7574 0.4 1.4 0.7 0.103
```
Forces are in eV/Å.



# 3
Computed, not measured: a 2-piece molecular cluster, C6H8BrClN2 overall, with ωB97M-V/def2-TZVPD.

ΔE to the lowest compared entry with this formula, charge and spin   204.6 kJ/mol
Highest occupied orbital energy   -0.3051 hartree
Kohn-Sham gap   6.95 eV
DFT total energy   -3376.9327 hartree
Max |F|   6.08 eV/Å

```
18
Properties=species:S:1:pos:R:3:forces:R:3:lowdin_charge:R:1
C -2.7022 1.0992 1.1173 -1.0 3.0 0.5 -0.254
C 1.2075 -1.4733 1.1732 -3.3 2.2 0.8 -0.596
H 0.6178 -2.1247 1.8090 0.5 0.3 0.5 0.053
Cl 1.4282 -2.1791 -0.2813 1.1 -0.8 -1.8 0.730
N -1.8378 -0.0740 -0.4208 -1.5 1.1 -2.3 -0.202
C -1.2225 -0.3763 0.6773 5.2 -2.3 2.2 -0.109
H -3.1609 1.9888 1.6808 0.0 -1.6 -1.4 0.123
H -0.8109 -1.0754 -1.9344 1.5 -2.9 0.3 0.022
H -1.0692 0.3644 -2.3964 0.9 3.0 -0.5 0.053
N -2.8160 0.8601 -0.1864 -0.1 0.3 0.3 0.069
H 1.6314 0.5158 0.8076 0.2 1.3 -0.7 0.055
C -1.5225 -0.3587 -1.8251 -3.7 -0.3 0.5 -0.016
H -2.4542 -0.5747 -2.4290 0.9 -0.2 1.1 0.115
Br -1.1257 0.7967 3.4448 0.2 -0.5 0.2 0.732
H 1.4101 0.0754 2.5658 0.1 0.5 -0.4 0.017
H 2.9778 -0.3834 1.7555 -1.8 0.7 -0.5 0.122
C -1.6587 0.4123 1.6974 -0.7 -0.2 -0.1 -0.770
C 1.8445 -0.1498 1.5892 1.5 -3.6 1.3 -0.143
```
Forces are in eV/Å.



# 4
Computed, not measured: a 3-piece molecular cluster, C12H19BrFO6 overall, with ωB97M-V/def2-TZVPD.

ΔE to the lowest compared entry with this formula, charge and spin   0.0 kJ/mol
Highest occupied orbital energy   -0.0903 hartree
Kohn-Sham gap   4.88 eV
DFT total energy   -3593.9846 hartree
Max |F|   0.42 eV/Å
Charge   -1

```
39
Properties=species:S:1:pos:R:3:forces:R:3:lowdin_charge:R:1
H -0.0307 -1.4741 -2.4617 0.0 0.1 0.0 0.060
H -7.1907 -2.9838 3.8364 0.0 0.0 0.0 0.082
H 2.3127 -1.7943 -2.4296 0.0 0.1 0.0 0.073
O -2.8928 -5.1087 2.8244 0.0 0.1 0.0 0.162
H 3.9818 2.1015 -2.0651 0.0 0.0 0.0 0.095
C 5.5609 4.5229 -1.8242 0.0 -0.1 0.1 -0.099
H 1.1310 -0.8716 0.2363 0.1 0.1 0.0 0.121
C -3.5958 -4.1735 2.6205 -0.3 0.0 0.1 -0.554
H 6.1905 3.9560 -1.1326 0.0 0.0 -0.1 0.135
H -4.2687 -1.3459 1.4750 0.0 0.0 0.0 0.138
H -4.8833 -1.9990 3.7281 -0.1 0.0 0.0 0.154
H -0.5873 -0.0273 -1.6264 -0.1 -0.1 0.0 0.092
O -4.8047 -3.9878 3.2432 0.1 0.0 0.0 0.062
C 4.5903 6.1657 -0.6206 0.0 0.1 0.0 -0.572
H -5.1030 -2.7583 0.7760 0.0 0.0 0.0 0.136
H 2.0507 -2.7628 -0.9702 -0.1 0.0 0.0 0.079
O 4.4636 7.1831 -0.0152 0.0 -0.1 -0.1 0.153
H -7.1403 -3.2578 2.0853 0.0 0.0 0.0 0.088
O 3.7525 5.1145 -0.5651 0.0 0.0 0.0 0.088
Br -2.2688 -2.9689 -1.7825 -0.1 0.0 -0.1 0.257
H -7.1130 -1.6049 2.7312 0.0 0.0 0.0 0.086
F 1.6858 0.5218 -1.1346 0.0 -0.1 0.0 -0.106
H 3.2732 -1.4711 -0.9617 0.0 0.0 0.0 0.065
H 3.5202 4.4897 -2.5023 0.0 -0.1 0.0 0.158
C 3.7835 2.7715 -1.2278 0.0 0.0 0.1 -0.025
C 4.0947 4.1855 -1.6218 0.0 0.1 -0.1 -0.319
H 4.3950 2.4659 -0.3777 0.0 0.0 0.0 0.093
C -4.5436 -2.3842 1.6381 -0.1 0.0 -0.1 -0.100
C -5.2676 -2.6619 2.9446 0.1 0.0 0.0 -0.341
O -3.3583 -3.1549 1.7804 0.3 -0.3 0.0 0.052
H -1.6678 -1.4173 0.0060 0.2 0.0 0.1 -0.067
O 5.6185 5.9082 -1.4712 0.0 0.0 0.1 0.052
C 2.2879 -1.7623 -1.3374 0.0 -0.1 0.1 -0.067
C -0.1530 -1.0321 -1.4681 0.0 0.1 -0.1 -0.395
C -6.7716 -2.6284 2.8958 0.0 0.0 0.0 -0.032
C -0.9289 -1.9984 -0.5654 0.0 0.0 0.0 -0.612
C 1.2237 -0.8094 -0.8516 -0.1 0.0 0.1 -0.406
H 5.9175 4.4022 -2.8433 0.0 0.0 0.0 0.135
H 2.7360 2.6499 -0.9651 0.0 0.0 0.0 0.078
```
Forces are in eV/Å.



# 5
Computed, not measured: C2FMnO as an isolated structure, with ωB97M-V/def2-TZVPD.

Spin multiplicity   6
Highest occupied orbital energy (spin up / spin down)   -0.5307 / -0.5414 hartree
Kohn-Sham gap (spin up / spin down)   6.88 / 7.19 eV
DFT total energy   -1401.8256 hartree
Max |F|   2.08 eV/Å
Charge   +1
⟨S²⟩   8.76

```
5
Properties=species:S:1:pos:R:3:forces:R:3:lowdin_charge:R:1
F 1.6703 -0.3744 -0.5664 -0.9 -0.1 0.4 0.196
Mn -1.6357 -0.5845 0.9014 1.2 1.2 -1.2 1.330
C 0.4545 -0.0026 -0.2731 1.3 1.2 -0.5 -0.676
C -0.6267 0.4476 -0.9533 -1.2 -1.2 0.6 0.254
O 0.1376 0.5139 0.8914 -0.4 -1.0 0.7 -0.103
```
Forces are in eV/Å.



# 6
Computed, not measured: a 6-piece molecular cluster, C20H30FO15 overall, with ωB97M-V/def2-TZVPD.

ΔE to the lowest compared entry with this formula, charge and spin   880.9 kJ/mol
Highest occupied orbital energy   -0.2484 hartree
Kohn-Sham gap   9.04 eV
DFT total energy   -2008.4320 hartree
Max |F|   9.47 eV/Å
Charge   -1

```
66
Properties=species:S:1:pos:R:3:forces:R:3:lowdin_charge:R:1
O 3.3053 -1.5075 3.3753 0.0 -0.8 -0.5 0.146
O -5.5731 -0.9419 -1.9741 -1.9 2.2 -0.2 0.061
O -5.8055 -3.1575 -2.0184 -2.9 -3.2 0.5 0.204
H -0.8275 4.8815 -1.4080 -5.4 2.0 0.9 0.117
O 1.5657 5.3103 -0.2390 1.6 -0.4 1.9 0.098
H -0.5859 2.5616 -2.0182 -2.0 -3.0 2.1 0.029
O 4.6669 -4.6639 -1.6366 1.0 0.5 -0.4 0.142
C -3.2460 -2.1548 1.3707 5.8 5.1 3.4 0.059
H 0.9484 -1.6471 -1.8793 -0.1 -1.4 -1.7 0.033
C 0.6719 4.1941 -0.3329 2.1 -1.0 0.4 -0.045
C -3.3468 -0.8730 -2.0610 1.1 0.6 -2.3 -0.364
O 3.3899 0.3203 2.0586 -0.9 -1.4 0.4 0.081
O 0.2120 -4.8828 2.2729 -3.5 5.1 0.3 0.054
C 2.3521 1.2104 1.7170 2.9 2.5 4.3 -0.117
H 0.7791 2.8508 -2.9277 -0.2 0.9 0.7 0.131
H 2.5918 -2.9145 1.1967 -0.6 -0.3 1.1 0.110
H -4.6962 1.0103 -1.7700 0.6 -2.5 -1.3 0.182
C 2.8579 -1.9777 -0.6770 -7.3 -3.4 -5.0 -0.284
H -0.1322 -0.8857 1.7902 1.5 0.4 -1.2 0.089
C 3.9078 -3.8831 -1.1473 0.8 -0.7 -3.0 -0.613
C -0.8393 -1.6014 2.0852 -3.2 2.4 0.1 -0.164
H 1.0007 -0.5382 -0.8232 1.2 0.8 0.6 0.051
C -1.7109 -2.2234 1.0209 -0.3 -0.2 1.1 -0.267
H 0.1336 4.2473 0.5517 -1.7 0.0 1.3 0.119
C 2.0418 2.4621 3.9363 -0.5 -0.8 2.9 -0.016
H 2.8663 2.0470 1.4113 1.0 2.6 -0.2 0.119
C -5.1734 -2.1972 -2.0357 2.6 2.2 -0.9 -0.670
H -2.9620 -0.4909 -1.1686 0.0 -0.9 2.8 0.105
C 1.5241 1.4223 2.9579 3.6 -1.7 1.6 -0.173
F -0.8270 0.9932 0.2445 0.2 -0.2 0.0 -0.669
H 3.0720 2.2928 4.3261 -0.3 0.3 -1.3 0.107
H -3.0778 -2.5839 2.3148 -1.4 -1.5 1.3 0.073
O 3.6773 -2.6128 -1.6117 1.1 -0.7 0.4 0.100
H -2.1549 -1.1887 -3.9878 0.6 1.0 2.9 0.145
C -0.1316 3.3263 -2.4755 0.9 -1.4 -5.1 -0.022
O -1.1381 -3.5459 0.9628 -1.1 -1.6 1.4 0.054
C 2.8026 -0.4909 2.9999 4.0 -1.0 0.1 -0.649
H -4.4892 0.2014 -3.4579 -1.0 0.0 0.1 0.127
H 1.9451 0.9505 0.8994 -4.1 -2.7 -5.5 0.043
H 1.5509 2.4358 4.9697 -0.2 -0.7 -1.4 0.106
O -0.3300 -2.6589 2.7371 1.9 -1.1 4.4 0.116
C -0.4506 -3.7856 2.1270 3.3 -5.4 -3.1 -0.499
O 2.5556 6.7630 -1.7238 -2.3 -3.0 1.3 0.092
H 1.1838 3.2204 -0.2798 0.3 0.4 -0.2 0.135
H -1.9716 0.3535 -2.9004 0.9 0.1 -0.3 0.070
O -3.8615 -2.2036 -2.2402 1.9 0.3 1.1 0.101
H 1.0761 -3.1672 -0.0948 3.4 -0.6 1.4 0.194
H 3.2843 -1.3605 -0.1272 4.8 5.5 4.7 0.045
C 2.2944 -3.1145 0.1965 -2.5 0.1 -2.5 -0.007
H 2.3606 -0.4413 -2.1287 -1.2 -0.3 0.3 0.094
C -2.0459 -0.7299 -2.8652 -1.8 -0.8 -1.8 -0.010
C 1.7524 5.8704 -1.3928 0.6 3.1 -2.8 -0.524
H 1.7885 3.4601 3.6838 0.4 1.0 -0.9 0.063
H -3.8524 -2.4557 0.6884 -3.9 -2.8 -3.9 -0.005
H 0.5178 1.3627 2.8178 -2.8 0.4 -0.6 0.111
H -1.4864 -0.9188 2.6547 0.0 -0.7 0.9 0.141
O 3.0616 -4.2749 -0.2668 -2.6 1.0 2.6 0.111
C 1.7269 -1.0760 -1.4597 2.1 -0.3 1.6 0.015
O 0.7545 5.4206 -2.2138 2.6 2.2 -1.7 0.102
C 0.0035 4.4281 -1.6286 3.2 -0.1 1.3 -0.410
C -4.5418 -0.0048 -2.3802 -0.1 0.9 0.8 -0.065
H -1.3176 -1.1652 -2.1636 0.3 0.1 -1.1 0.063
H -3.5609 -1.0604 1.6566 0.9 -1.8 -0.8 0.138
O 1.8513 0.0859 3.6000 -3.6 2.1 0.9 0.105
H -1.1869 -1.8847 0.2370 -0.2 2.2 -4.2 0.086
H -0.7518 3.5822 -3.3450 0.1 0.0 0.1 0.107
```
Forces are in eV/Å.